(1)
The following is a quantum chemistry calculation of C20H22MnO7P2SiTe as an isolated structure, from the Open Molecules 2025 dataset.

Atoms and positions in Å:
Mn  -0.3858  0.2334  1.8181
C  -3.1059  1.0617  4.0017
C  -2.9033  2.0461  2.8542
O  -3.9057  3.0838  2.9409
P  -1.2334  2.8773  2.9597
O  -0.6726  2.7906  4.4083
O  -1.6161  4.4178  2.8337
O  -0.2932  2.4052  1.9003
P  -3.2429  1.2002  1.2330
O  -2.6340  2.2884  0.1919
O  -4.7268  1.1597  1.1384
O  -2.4041  -0.0595  1.1288
H  -3.0963  1.6190  4.9400
H  -2.3246  0.3009  4.0520
H  -4.0796  0.5817  3.8792
H  -4.6361  2.7398  2.3950
H  -0.2262  1.8691  4.5362
H  -2.1138  4.5483  2.0134
H  -2.2670  1.8834  -0.6067
C  4.9052  1.3755  -1.7651
C  4.3354  1.7135  -0.5474
C  3.2138  1.0291  -0.0873
C  2.6291  0.0023  -0.8314
C  3.2236  -0.3180  -2.0572
C  4.3463  0.3511  -2.5215
Si  0.9860  -0.7635  -0.2175
C  -0.1145  -0.3199  -1.7586
C  -0.2194  1.0472  -2.0662
C  -1.0485  1.5197  -3.0722
C  -1.8150  0.6284  -3.8188
C  -1.7290  -0.7261  -3.5392
C  -0.8912  -1.1857  -2.5263
C  1.1473  -2.6541  -0.3926
C  2.3197  -3.3469  -0.6966
C  2.3533  -4.7360  -0.7582
C  1.2032  -5.4709  -0.5108
C  0.0281  -4.8054  -0.1830
C  0.0084  -3.4204  -0.1145
H  5.7786  1.9083  -2.1253
H  4.7581  2.5128  0.0507
H  2.7798  1.2947  0.8718
H  2.7809  -1.0961  -2.6717
H  4.7796  0.0821  -3.4792
H  0.3571  1.7640  -1.4861
H  -1.1022  2.5847  -3.2724
H  -2.4738  0.9893  -4.6003
H  -2.3230  -1.4349  -4.1062
H  -0.8573  -2.2528  -2.3335
H  3.2349  -2.7948  -0.8821
H  3.2832  -5.2427  -0.9933
H  1.2259  -6.5542  -0.5554
H  -0.8713  -5.3676  0.0416
H  -0.9093  -2.9206  0.1829
Te  0.5443  -0.4388  4.2047

Properties
Charge: -2
Frontier orbital gap (alpha / beta) (eV): 4.81 / 5.03
Relative energy (zero: lowest compared OMol25 entry of this formula, charge and spin) (kcal/mol): 0.0
2S+1: 6
Highest occupied orbital energy (alpha / beta) (eV): -0.18 / -0.41

For each atom in turn, the Löwdin charge in e is: 0.2327, -0.1084, -0.5723, -0.1051, 0.4266, -0.2072, -0.1153, -0.3861, 0.3166, -0.1639, -0.3192, -0.3990, 0.0806, -0.0184, 0.0811, 0.0611, -0.0976, 0.0816, 0.0470, -0.1278, -0.1056, -0.1036, -0.3012, -0.1194, -0.1159, 0.6987, -0.2820, -0.1374, -0.1208, -0.1266, -0.1111, -0.0982, -0.2934, -0.1051, -0.1163, -0.1281, -0.1052, -0.1248, 0.0839, 0.0917, 0.0902, 0.1002, 0.0863, 0.1019, 0.0935, 0.0839, 0.0879, 0.0854, 0.0858, 0.0863, 0.0833, 0.0920, 0.1019, -0.2651

(2)
The following is a quantum chemistry calculation of C20H22N2NaO2S3SbSe4 as an isolated structure, from the Open Molecules 2025 dataset.

Atoms and positions in Å:
Na  1.6501  -0.1512  -1.1210
C  -0.4366  -0.6349  2.1648
C  -1.0700  -1.8348  1.4645
S  -0.7036  -1.9882  -0.3172
C  -0.1171  -3.7024  -0.4301
C  1.3665  -3.9235  -0.7340
S  2.5822  -2.9275  0.1629
C  2.0442  -3.1338  1.8825
C  2.0874  -1.8381  2.6965
S  1.3365  -0.3664  1.9691
H  -0.6918  -0.6687  3.2286
H  -0.8584  0.2864  1.7544
H  -2.1542  -1.7337  1.5611
H  -0.7952  -2.7644  1.9612
H  -0.6728  -4.1435  -1.2586
H  -0.4202  -4.2199  0.4818
H  1.5514  -3.6656  -1.7791
H  1.5894  -4.9860  -0.6059
H  2.6812  -3.8748  2.3719
H  1.0366  -3.5384  1.8644
H  3.1278  -1.5402  2.8449
H  1.6641  -2.0212  3.6888
O  3.2451  1.1193  -0.4027
C  3.3543  2.2468  0.1581
C  4.6544  2.7755  0.4719
C  4.8397  3.9724  1.1116
C  3.7455  4.7601  1.5046
C  2.4829  4.2915  1.2160
C  2.2423  3.0788  0.5509
C  0.8426  2.7600  0.3444
N  0.3271  1.7828  -0.3085
N  -1.0665  1.7609  -0.1793
C  -1.7059  1.0899  -1.0699
O  -1.2826  0.5032  -2.1660
C  -3.1634  0.8462  -0.8386
C  -3.9333  0.2622  -1.8401
C  -5.2792  0.0039  -1.6146
C  -5.8634  0.3213  -0.3973
C  -5.0940  0.9044  0.6042
C  -3.7512  1.1635  0.3857
H  5.4987  2.1641  0.1748
H  5.8495  4.3139  1.3207
H  3.8878  5.7044  2.0147
H  1.6189  4.8822  1.5091
H  0.1399  3.4537  0.8189
H  -3.4793  0.0052  -2.7905
H  -5.8656  -0.4543  -2.4014
H  -6.9132  0.1133  -0.2244
H  -5.5427  1.1553  1.5587
H  -3.1359  1.6193  1.1502
Se  1.3923  0.1710  -6.3932
Sb  -0.3879  -0.8496  -5.0945
Se  -2.6928  -0.6085  -5.7825
Se  0.1079  -2.9235  -3.9119
Se  0.1306  0.9816  -3.3308

Properties
Charge: -2
Frontier orbital gap (eV): 5.17
Relative energy (zero: lowest compared OMol25 entry of this formula, charge and spin) (kcal/mol): 0.0
Highest occupied orbital energy (eV): -1.79

For each atom in turn, the Löwdin charge in e is: 0.0885, -0.5247, -0.4982, 0.9019, -0.5477, -0.5636, 0.8705, -0.5277, -0.5329, 0.8917, 0.0727, 0.0406, 0.0684, 0.0511, 0.0376, 0.0599, -0.0283, 0.0718, 0.0666, 0.0385, 0.0667, 0.0734, -0.1228, -0.4025, -0.0400, -0.1372, -0.1515, -0.0940, -0.1474, -0.1147, -0.0140, 0.0583, -0.4783, -0.5209, -0.1351, -0.0031, -0.0781, -0.1157, -0.1094, -0.0470, 0.0971, 0.0840, 0.0728, 0.0943, 0.1110, 0.0726, 0.1006, 0.0871, 0.0880, 0.0993, -0.2830, -0.3154, -0.2730, -0.1464, 0.5873

(3)
The following is a quantum chemistry calculation of C20H22N2O3S as an isolated structure, from the Open Molecules 2025 dataset.

Atoms and positions in Å:
C  1.9905  1.7910  1.9015
C  2.6212  1.1219  0.6729
C  2.5585  2.0289  -0.5550
C  1.2524  2.0762  -1.3009
C  0.0861  1.4871  -0.9217
C  -1.1285  1.5342  -1.6748
C  -2.3335  0.7786  -1.1896
C  -2.5692  0.7819  0.3171
C  -3.5821  -0.3079  0.6572
C  -4.0166  -0.2484  2.0874
O  -3.4495  0.3995  2.9211
O  -5.0971  -0.9774  2.3602
C  -1.1529  2.2340  -2.8445
C  0.0344  2.8651  -3.2855
N  0.1592  3.5589  -4.4234
S  1.6909  4.0430  -4.4924
N  2.2472  3.4242  -3.1218
C  1.2275  2.7869  -2.5406
O  2.0956  -0.1500  0.3452
C  1.8756  -0.9964  1.4441
C  1.4807  -2.3722  0.9478
C  0.7763  -3.2115  1.8019
C  0.3889  -4.4638  1.3560
C  0.6853  -4.8845  0.0717
C  1.3938  -4.0436  -0.7703
C  1.7914  -2.7846  -0.3359
H  2.3189  1.3475  2.8355
H  2.3245  2.8243  1.9158
H  0.9068  1.8277  1.8602
H  3.6845  0.9960  0.9061
H  2.8285  3.0379  -0.2612
H  3.3302  1.7083  -1.2526
H  0.0850  0.9189  -0.0126
H  -2.1824  -0.2636  -1.4880
H  -3.2235  1.0992  -1.7210
H  -3.0026  1.7192  0.6482
H  -1.6729  0.5560  0.8777
H  -3.2014  -1.3037  0.4370
H  -4.4807  -0.1951  0.0488
H  -5.1924  -1.0099  3.3220
H  -2.0648  2.2726  -3.4192
H  2.7621  -1.0541  2.0801
H  1.0464  -0.6436  2.0607
H  0.5337  -2.8865  2.7999
H  -0.1686  -5.0993  2.0291
H  0.3799  -5.8466  -0.3058
H  1.6379  -4.3382  -1.7783
H  2.3251  -2.1382  -1.0101

Properties
Frontier orbital gap (eV): 8.37
Relative energy (zero: lowest compared OMol25 entry of this formula, charge and spin) (kcal/mol): 22.1
Highest occupied orbital energy (eV): -8.62

For each atom in turn, the Löwdin charge in e is: -0.0361, -0.3787, -0.0826, -0.1242, 0.0376, -0.1893, -0.1478, -0.1774, -0.1113, -0.5537, 0.1115, 0.1166, 0.0246, -0.3611, -0.2344, 0.9958, -0.2315, -0.3242, -0.1297, -0.1734, -0.1900, -0.0469, -0.0910, -0.0965, -0.0792, -0.0270, 0.0775, 0.0831, 0.0793, 0.1453, 0.1249, 0.1250, 0.0921, 0.1295, 0.1180, 0.1284, 0.1016, 0.1349, 0.1303, 0.1286, 0.1187, 0.1391, 0.1217, 0.1115, 0.1000, 0.0982, 0.1003, 0.1119

(4)
The following is a quantum chemistry calculation of one molecule with the formula C20H22N2O4S2 in a non-equilibrium geometry, from the Open Molecules 2025 dataset.

Atoms and positions in Å:
C  1.9928  -0.9176  0.2262
C  3.4817  -1.0209  0.2828
N  4.1384  0.3271  0.3204
C  3.7065  1.1159  -0.8587
C  2.1766  1.2013  -0.9235
N  1.5388  0.4557  0.3104
C  2.1782  1.1743  1.5412
C  3.7079  1.0737  1.5303
H  1.5439  -1.2676  -0.7150
H  1.5194  -1.4280  1.0720
H  3.7768  -1.5828  1.1737
H  3.8391  -1.5688  -0.5931
H  4.1313  2.1309  -0.8323
H  4.0868  0.6413  -1.7699
H  1.8454  2.2604  -0.9619
H  1.8105  0.6613  -1.8000
H  1.8881  2.2450  1.5142
H  1.7542  0.6851  2.4172
H  4.0517  0.5484  2.4289
H  4.1624  2.0770  1.5554
C  -4.8747  -0.0042  -3.4244
C  -4.3741  -0.6062  -2.2704
C  -3.0571  -0.3522  -1.9239
C  -2.2704  0.5115  -2.6873
C  -2.7706  1.1586  -3.8044
C  -4.0836  0.8745  -4.1792
S  -0.5832  0.7770  -2.1432
O  0.3628  0.1452  -3.0284
O  -0.3567  2.1547  -1.6702
C  -0.8148  -0.2349  -0.6996
C  0.0673  0.2558  0.3881
C  -0.3653  -0.5685  1.7187
C  -0.5659  -1.9484  1.8492
C  -1.0566  -2.4324  3.0375
C  -1.3051  -1.5337  4.1173
C  -1.0103  -0.1492  3.9663
C  -0.4562  0.2942  2.7964
S  -2.3467  -1.0693  -0.4323
O  -3.0019  -0.4830  0.7469
O  -2.1974  -2.4749  -0.5274
H  -5.8900  -0.2345  -3.7357
H  -4.9526  -1.2729  -1.6337
H  -2.1160  1.8518  -4.3363
H  -4.4681  1.3460  -5.0767
H  0.0204  1.3148  0.4473
H  -0.2720  -2.6568  1.0508
H  -1.3477  -3.4716  3.1164
H  -1.7977  -1.8968  5.0083
H  -1.3012  0.5536  4.7255
H  -0.1451  1.3402  2.6861

Properties
Structure (SMILES): O=S1(=O)C([C@@H](c2ccccc2)[N+]23CCN(CC2)CC3)=[S@](=O)([O-])c2ccccc21
Frontier orbital gap (eV): 7.61
Relative energy (zero: lowest compared OMol25 entry of this formula, charge and spin) (kcal/mol): 167.9
Highest occupied orbital energy (eV): -7.19

For each atom in turn, the Löwdin charge in e is: -0.1320, -0.1185, -0.1325, -0.1369, -0.0541, -0.1538, -0.0410, -0.1394, 0.1509, 0.1183, 0.1256, 0.1270, 0.1242, 0.1265, 0.1341, 0.0824, 0.1465, 0.1080, 0.1225, 0.1245, -0.0582, -0.0409, -0.2389, -0.2499, -0.0452, -0.0618, 0.7180, -0.3259, -0.3304, -0.3785, -0.2722, -0.1802, -0.0859, -0.0556, -0.0421, -0.0609, -0.0817, 0.6860, -0.3061, -0.2996, 0.1073, 0.1268, 0.1263, 0.1053, 0.1118, 0.1300, 0.1079, 0.0935, 0.0994, 0.1194

> What is the formula in the fourth record?

C20H22N2O4S2

> Number 1 is which compound?

C20H22MnO7P2SiTe

Please write out number 4 again, unchanged.
The following is a quantum chemistry calculation of one molecule with the formula C20H22N2O4S2 in a non-equilibrium geometry, from the Open Molecules 2025 dataset.

Atoms and positions in Å:
C  1.9928  -0.9176  0.2262
C  3.4817  -1.0209  0.2828
N  4.1384  0.3271  0.3204
C  3.7065  1.1159  -0.8587
C  2.1766  1.2013  -0.9235
N  1.5388  0.4557  0.3104
C  2.1782  1.1743  1.5412
C  3.7079  1.0737  1.5303
H  1.5439  -1.2676  -0.7150
H  1.5194  -1.4280  1.0720
H  3.7768  -1.5828  1.1737
H  3.8391  -1.5688  -0.5931
H  4.1313  2.1309  -0.8323
H  4.0868  0.6413  -1.7699
H  1.8454  2.2604  -0.9619
H  1.8105  0.6613  -1.8000
H  1.8881  2.2450  1.5142
H  1.7542  0.6851  2.4172
H  4.0517  0.5484  2.4289
H  4.1624  2.0770  1.5554
C  -4.8747  -0.0042  -3.4244
C  -4.3741  -0.6062  -2.2704
C  -3.0571  -0.3522  -1.9239
C  -2.2704  0.5115  -2.6873
C  -2.7706  1.1586  -3.8044
C  -4.0836  0.8745  -4.1792
S  -0.5832  0.7770  -2.1432
O  0.3628  0.1452  -3.0284
O  -0.3567  2.1547  -1.6702
C  -0.8148  -0.2349  -0.6996
C  0.0673  0.2558  0.3881
C  -0.3653  -0.5685  1.7187
C  -0.5659  -1.9484  1.8492
C  -1.0566  -2.4324  3.0375
C  -1.3051  -1.5337  4.1173
C  -1.0103  -0.1492  3.9663
C  -0.4562  0.2942  2.7964
S  -2.3467  -1.0693  -0.4323
O  -3.0019  -0.4830  0.7469
O  -2.1974  -2.4749  -0.5274
H  -5.8900  -0.2345  -3.7357
H  -4.9526  -1.2729  -1.6337
H  -2.1160  1.8518  -4.3363
H  -4.4681  1.3460  -5.0767
H  0.0204  1.3148  0.4473
H  -0.2720  -2.6568  1.0508
H  -1.3477  -3.4716  3.1164
H  -1.7977  -1.8968  5.0083
H  -1.3012  0.5536  4.7255
H  -0.1451  1.3402  2.6861

Properties
Structure (SMILES): O=S1(=O)C([C@@H](c2ccccc2)[N+]23CCN(CC2)CC3)=[S@](=O)([O-])c2ccccc21
Frontier orbital gap (eV): 7.61
Relative energy (zero: lowest compared OMol25 entry of this formula, charge and spin) (kcal/mol): 167.9
Highest occupied orbital energy (eV): -7.19

For each atom in turn, the Löwdin charge in e is: -0.1320, -0.1185, -0.1325, -0.1369, -0.0541, -0.1538, -0.0410, -0.1394, 0.1509, 0.1183, 0.1256, 0.1270, 0.1242, 0.1265, 0.1341, 0.0824, 0.1465, 0.1080, 0.1225, 0.1245, -0.0582, -0.0409, -0.2389, -0.2499, -0.0452, -0.0618, 0.7180, -0.3259, -0.3304, -0.3785, -0.2722, -0.1802, -0.0859, -0.0556, -0.0421, -0.0609, -0.0817, 0.6860, -0.3061, -0.2996, 0.1073, 0.1268, 0.1263, 0.1053, 0.1118, 0.1300, 0.1079, 0.0935, 0.0994, 0.1194